# C41H35N5OsP

C41H35N5OsP as an isolated structure at a distorted geometry (ωB97M-V/def2-TZVPD, OMol25).

```
83
Properties=species:S:1:pos:R:3:forces:R:3:mulliken_charge:R:1
Os 0.29123 -0.12212 0.91426 0.4062 0.1362 0.0380 0.989
C 2.65053 -0.78254 -0.83009 0.0368 -0.0204 -0.0946 -1.204
N 2.05089 -0.71134 0.52287 -1.0808 0.4278 -0.2933 1.184
C 2.70610 -1.41420 1.51771 0.0292 -0.3303 0.9039 -0.084
C 2.09795 -1.41074 2.72687 0.2632 -0.0132 -0.5489 -0.067
C 2.32761 -1.97853 4.03134 0.0252 -0.0489 0.0968 -1.177
C 1.23516 -1.68119 4.77685 0.0127 -0.0286 0.0206 -0.827
C 0.33029 -0.93930 3.93413 0.0481 0.0488 -0.1102 -0.166
N 0.84510 -0.76024 2.73740 -0.1403 -0.0590 0.1399 0.360
C 2.45617 -2.16740 -1.38474 0.0100 -0.0666 0.0325 -0.072
C 3.50132 -3.08254 -1.41469 0.0329 0.0123 -0.0125 -0.439
C 3.27459 -4.37733 -1.86557 -0.0394 -0.0043 -0.0179 -0.745
C 2.00407 -4.75798 -2.27482 0.0592 0.0058 0.0163 -0.727
C 0.95893 -3.84101 -2.25156 -0.0840 -0.0138 -0.0510 -0.658
C 1.18722 -2.54928 -1.80992 0.1204 -0.0598 0.0209 1.046
H 3.71209 -0.53831 -0.74381 -0.0094 0.0300 0.0223 0.778
H 2.16697 -0.01509 -1.43569 -0.0255 0.0065 -0.0405 0.281
H 3.63877 -1.91609 1.29388 0.0050 0.0057 -0.0100 0.514
H 3.20686 -2.52872 4.33289 -0.0373 0.0269 -0.0167 0.554
H 1.04654 -1.93829 5.80777 0.0069 0.0134 -0.0385 0.495
H -0.64485 -0.55739 4.20293 -0.0043 -0.0105 -0.0049 0.484
H 4.50163 -2.78364 -1.11806 -0.0235 -0.0105 0.0002 0.473
H 4.09222 -5.08430 -1.90611 -0.0082 0.0040 0.0041 0.427
H 1.83084 -5.76560 -2.62827 0.0044 0.0094 0.0048 0.442
H -0.02637 -4.13192 -2.59763 0.0464 0.0268 0.0158 0.461
H 0.38804 -1.81831 -1.84109 -0.1160 0.0581 0.0243 -0.334
C -3.88502 -0.63781 1.98853 0.0746 0.0323 0.0099 -1.307
C -2.57643 -0.22127 1.92233 0.0386 0.0866 0.1006 0.196
N -1.73778 -0.68175 0.96869 0.1762 -0.1080 0.0249 -0.242
C -2.18217 -1.56855 0.05771 -0.0393 -0.1069 0.0064 0.117
C -3.48584 -2.05666 0.06929 -0.0034 0.0956 0.1265 0.649
C -4.33380 -1.57672 1.07395 0.0860 -0.0248 -0.1027 -0.572
C -4.02067 -3.09453 -0.82155 -0.0476 -0.2229 -0.5026 -1.008
C -3.82777 -3.40457 -2.11530 -0.1654 0.0565 0.5486 -0.792
C -2.99534 -2.81346 -3.16503 0.0980 0.0451 -0.2159 1.095
C -3.24093 -3.18730 -4.48268 0.0932 0.0974 0.0041 -0.800
C -2.45575 -2.60795 -5.47306 -0.1397 -0.0790 0.1316 -0.414
N -1.49071 -1.74460 -5.17985 0.1344 0.1356 0.1463 -0.597
C -1.32322 -1.46526 -3.89252 -0.0592 -0.0469 -0.2628 -0.343
N -2.01994 -1.93631 -2.86671 -0.0126 -0.0627 -0.0189 -0.044
H -4.53578 -0.24747 2.75892 0.0177 -0.0029 -0.0112 0.515
H -2.17358 0.50019 2.62310 -0.0192 -0.0144 -0.0121 0.333
H -1.48152 -1.90234 -0.69376 -0.0172 -0.0122 -0.0266 0.703
H -5.35125 -1.94450 1.13324 0.0155 -0.0013 -0.0066 0.552
H -4.78168 -3.69141 -0.32820 0.0186 0.0114 -0.0033 0.409
H -4.45372 -4.21325 -2.47721 0.0380 -0.0016 0.0087 0.370
H -4.02041 -3.89493 -4.73098 0.0214 0.0166 0.0109 0.457
H -2.60610 -2.84237 -6.52030 0.0139 -0.0075 0.0087 0.438
H -0.52072 -0.77031 -3.66027 -0.0263 -0.0560 -0.0216 0.611
C 4.41395 4.38975 1.85163 -0.0112 0.0248 0.0051 -0.652
C 4.52484 3.07315 1.41909 0.0110 -0.0292 -0.0132 -0.822
C 3.38668 2.34475 1.12168 0.0112 -0.0743 -0.0409 0.160
C 2.13051 2.93673 1.26418 -0.0288 0.0048 0.0426 0.774
C 2.01876 4.26207 1.70314 -0.0185 -0.0091 0.0315 -0.788
C 3.16587 4.98335 1.99122 0.0069 -0.0046 -0.0026 -0.790
P 0.62267 2.12982 0.78039 0.1527 0.3910 -0.1491 1.577
C 0.28244 2.25879 -0.96307 0.1146 -0.0145 0.0311 0.377
C 1.22270 2.84343 -1.82044 0.0281 -0.0139 -0.0248 -0.909
C 0.97661 2.87132 -3.18197 0.0220 0.0038 0.0198 -0.863
C -0.19279 2.31442 -3.69423 -0.0272 -0.0032 -0.0126 -0.585
C -1.12006 1.71829 -2.85006 -0.0301 0.0005 -0.0304 -1.139
C -0.88764 1.67818 -1.48343 -0.0310 -0.0976 0.0542 0.046
C -0.73538 2.68120 1.79932 0.0248 -0.2090 0.0163 0.261
C -0.57821 2.53496 3.18762 -0.0086 0.0248 0.0633 -0.557
C -1.59800 2.92644 4.03698 0.0251 -0.0013 0.0356 -0.733
C -2.77166 3.45914 3.50874 0.0053 -0.0087 0.0241 -0.586
C -2.92266 3.61602 2.13532 0.0055 0.0060 -0.0624 -0.817
C -1.90917 3.22664 1.27340 -0.0874 0.0125 -0.0840 -0.453
H 5.30699 4.95572 2.08269 -0.0126 -0.0067 -0.0019 0.439
H 5.50077 2.61813 1.31447 -0.0130 0.0076 0.0013 0.487
H 3.47971 1.32229 0.77862 -0.0041 0.0493 0.0184 0.221
H 1.04922 4.73088 1.81793 -0.0003 -0.0003 -0.0047 0.516
H 3.08471 6.00859 2.32658 -0.0021 -0.0134 -0.0042 0.458
H 2.12393 3.29154 -1.42070 -0.0061 -0.0018 0.0003 0.486
H 1.68853 3.34127 -3.84762 -0.0124 0.0026 0.0086 0.493
H -0.38542 2.35683 -4.75883 0.0043 -0.0084 0.0156 0.480
H -2.03564 1.30504 -3.25158 0.0147 -0.0062 0.0038 0.531
H -1.64253 1.25434 -0.82840 -0.0129 0.0411 -0.0219 0.412
H 0.35658 2.16559 3.59434 0.0154 -0.0252 0.0098 0.569
H -1.47408 2.84383 5.10949 -0.0053 0.0002 -0.0290 0.497
H -3.56396 3.77605 4.17506 0.0100 -0.0044 -0.0077 0.490
H -3.82489 4.06137 1.73674 0.0183 -0.0058 0.0055 0.513
H -2.02318 3.37654 0.20649 0.0078 -0.0072 0.0582 0.591
```
Forces are in eV/Å.

The energy above the lowest of the compared OMol25 structures with the same formula, charge and spin is 23.39 kcal/mol. Its net charge is +3. For the LUMO energy (spin up / spin down), the calculation gives -11.14 / -11.17 eV. For the HOMO-LUMO gap (spin up / spin down), the calculation gives 4.9 / 4.9 eV. For the energy, the calculation gives -2288.20338 a.u. The value obtained for the HOMO energy (spin up / spin down) is -16.09 / -16.09 eV.